Record 1
{
  "formula": "C32H34AsF6NO3P2S2W",
  "method": "ωB97M-V/def2-TZVPD",
  "spin_multiplicity": 2,
  "charge": 1,
  "e_tot_ev": -160587.893,
  "species": ["W", "O", "P", "C", "P", "O", "C", "C", "C", "C", "C", "C", "C", "C", "C", "C", "C", "C", "C", "C", "C", "C", "C", "C", "C", "C", "C", "C", "C", "C", "H", "H", "H", "H", "H", "H", "H", "H", "H", "H", "H", "H", "H", "H", "H", "H", "H", "H", "H", "H", "H", "H", "N", "C", "O", "C", "C", "H", "H", "H", "H", "H", "H", "C", "C", "S", "C", "C", "S", "H", "H", "H", "H", "H", "H", "F", "As", "F", "F", "F", "F", "F"],
  "xyz": [[0.690, 0.525, -1.921], [-1.187, 0.564, -0.830], [-1.870, 0.515, 0.517], [-0.640, 0.852, 1.795], [0.832, -0.141, 1.527], [1.121, -0.238, 0.045], [2.187, 0.648, 2.372], [2.136, 0.919, 3.742], [3.219, 1.516, 4.365], [4.353, 1.837, 3.626], [4.409, 1.561, 2.268], [3.327, 0.965, 1.634], [0.564, -1.752, 2.208], [1.092, -2.845, 1.521], [0.933, -4.120, 2.043], [0.254, -4.304, 3.240], [-0.266, -3.214, 3.929], [-0.110, -1.936, 3.418], [-2.578, -1.072, 0.848], [-2.239, -2.138, 0.015], [-2.806, -3.386, 0.247], [-3.695, -3.563, 1.297], [-4.030, -2.499, 2.130], [-3.479, -1.251, 1.903], [-3.144, 1.745, 0.676], [-2.846, 3.050, 1.083], [-3.843, 4.012, 1.108], [-5.137, 3.680, 0.725], [-5.437, 2.391, 0.307], [-4.445, 1.424, 0.281], [-1.067, 0.704, 2.789], [-0.318, 1.890, 1.697], [1.259, 0.663, 4.328], [3.184, 1.729, 5.426], [5.199, 2.302, 4.116], [5.298, 1.806, 1.700], [3.362, 0.742, 0.574], [1.605, -2.695, 0.579], [1.336, -4.972, 1.511], [0.127, -5.301, 3.641], [-0.792, -3.360, 4.864], [-0.521, -1.095, 3.966], [-1.559, -1.992, -0.816], [-2.562, -4.212, -0.408], [-4.142, -4.535, 1.465], [-4.730, -2.642, 2.944], [-3.754, -0.417, 2.541], [-1.844, 3.328, 1.383], [-3.613, 5.021, 1.428], [-5.914, 4.433, 0.746], [-6.443, 2.138, -0.001], [-4.681, 0.423, -0.057], [0.551, 4.167, -3.903], [0.837, 3.254, -3.008], [0.600, 2.048, -3.280], [1.450, 3.523, -1.681], [1.023, 2.366, -0.763], [0.118, 3.883, -4.772], [0.719, 5.142, -3.727], [1.177, 4.511, -1.307], [2.533, 3.519, -1.837], [0.049, 2.626, -0.347], [1.733, 2.277, 0.054], [3.113, -3.527, -2.957], [2.677, -2.104, -2.681], [1.074, -1.914, -2.141], [3.508, -1.051, -2.824], [4.962, -1.145, -3.239], [2.928, 0.520, -2.479], [2.303, -4.227, -2.769], [3.961, -3.805, -2.329], [3.414, -3.638, -4.000], [5.214, -2.154, -3.557], [5.628, -0.877, -2.416], [5.183, -0.469, -4.065], [0.093, -0.146, -4.071], [-1.720, -0.087, -4.418], [-1.781, -1.176, -3.063], [-1.776, 1.202, -3.268], [-3.414, -0.096, -4.565], [-1.429, 1.064, -5.642], [-1.525, -1.388, -5.484]],
  "lowdin_spin": [1.367, 0.052, 0.011, 0.003, 0.003, 0.007, 0.000, 0.000, 0.000, 0.000, 0.000, -0.001, 0.000, -0.002, 0.000, 0.000, 0.000, 0.000, 0.002, 0.000, 0.000, 0.000, 0.000, 0.000, 0.001, 0.001, 0.000, 0.000, 0.000, 0.000, 0.000, 0.001, 0.000, 0.000, 0.000, 0.000, -0.003, -0.002, 0.000, 0.000, 0.000, 0.000, 0.000, 0.000, 0.000, 0.000, 0.000, 0.000, 0.000, 0.000, 0.000, 0.000, 0.012, 0.011, 0.020, -0.001, 0.000, 0.000, 0.000, 0.000, 0.000, 0.008, -0.001, -0.008, -0.091, -0.154, -0.084, -0.004, -0.159, 0.000, -0.003, -0.003, 0.000, -0.002, -0.001, 0.004, 0.001, 0.005, 0.009, 0.000, 0.000, 0.000]
}

Record 2
{
  "formula": "C37H35FN9O12S",
  "method": "ωB97M-V/def2-TZVPD",
  "charge": 1,
  "e_tot_ev": -90447.835,
  "species": ["C", "C", "O", "N", "C", "C", "O", "N", "C", "C", "F", "N", "N", "C", "S", "H", "H", "H", "H", "H", "H", "H", "H", "H", "H", "C", "C", "C", "C", "C", "C", "N", "O", "O", "H", "H", "H", "H", "H", "C", "C", "C", "C", "C", "C", "N", "O", "O", "H", "H", "H", "H", "H", "C", "C", "C", "C", "C", "C", "N", "O", "O", "H", "H", "H", "H", "H", "C", "C", "C", "C", "C", "C", "N", "O", "O", "H", "H", "H", "H", "H", "C", "C", "C", "C", "C", "C", "N", "O", "O", "H", "H", "H", "H", "H"],
  "xyz": [[-1.874, -1.045, 4.678], [-3.098, -1.275, 3.812], [-4.180, -1.449, 4.294], [-2.995, -1.337, 2.341], [-3.214, -0.033, 1.672], [-3.027, 1.293, 2.366], [-3.588, -0.059, 0.529], [-1.852, -2.011, 1.890], [-2.006, -3.331, 1.597], [-0.815, -3.771, 1.219], [-0.493, -4.960, 0.852], [0.032, -2.722, 1.286], [1.393, -2.836, 0.950], [-0.574, -1.633, 1.710], [0.133, -0.069, 1.992], [-1.088, -1.760, 4.430], [-1.482, -0.040, 4.526], [-2.157, -1.160, 5.716], [-2.909, 2.056, 1.609], [-3.913, 1.549, 2.945], [-2.206, 1.309, 3.073], [-2.954, -3.822, 1.683], [1.707, -3.750, 1.270], [1.897, -2.171, 1.536], [0.715, 0.311, 0.830], [-4.443, 0.927, -2.731], [-4.693, 1.671, -3.874], [-3.779, 1.682, -4.913], [-2.618, 0.940, -4.794], [-2.349, 0.195, -3.654], [-3.271, 0.192, -2.617], [-1.650, 0.926, -5.899], [-1.889, 1.598, -6.873], [-0.659, 0.230, -5.765], [-5.164, 0.919, -1.923], [-5.607, 2.243, -3.958], [-3.978, 2.264, -5.801], [-1.437, -0.378, -3.569], [-3.074, -0.381, -1.725], [3.359, -5.563, -4.281], [4.664, -5.094, -4.234], [5.098, -4.357, -3.144], [4.216, -4.103, -2.110], [2.909, -4.559, -2.146], [2.481, -5.292, -3.239], [4.680, -3.342, -0.946], [5.816, -2.935, -0.950], [3.889, -3.155, -0.034], [3.024, -6.143, -5.131], [5.346, -5.304, -5.047], [6.115, -3.992, -3.110], [2.225, -4.350, -1.336], [1.463, -5.656, -3.280], [2.210, 1.416, -4.689], [2.172, 0.392, -5.626], [3.292, -0.399, -5.831], [4.434, -0.155, -5.087], [4.487, 0.866, -4.155], [3.367, 1.655, -3.958], [5.613, -1.008, -5.279], [5.543, -1.887, -6.115], [6.588, -0.790, -4.587], [1.333, 2.030, -4.527], [1.269, 0.212, -6.194], [3.263, -1.196, -6.559], [5.386, 1.050, -3.584], [3.394, 2.456, -3.231], [6.602, 0.801, 2.580], [5.541, 0.453, 3.406], [4.269, 0.927, 3.135], [4.077, 1.742, 2.032], [5.126, 2.103, 1.204], [6.395, 1.627, 1.484], [2.730, 2.225, 1.726], [1.819, 1.903, 2.483], [2.576, 2.906, 0.741], [7.594, 0.425, 2.791], [5.706, -0.189, 4.260], [3.445, 0.657, 3.779], [4.966, 2.744, 0.349], [7.224, 1.898, 0.845], [-7.800, 4.084, 6.963], [-8.109, 4.897, 5.881], [-7.240, 4.982, 4.806], [-6.070, 4.244, 4.829], [-5.745, 3.434, 5.903], [-6.617, 3.357, 6.975], [-5.160, 4.314, 3.680], [-5.460, 5.043, 2.764], [-4.149, 3.629, 3.707], [-8.483, 4.016, 7.799], [-9.029, 5.464, 5.874], [-7.482, 5.615, 3.965], [-4.826, 2.866, 5.913], [-6.377, 2.727, 7.821]],
  "mulliken_charge": [-0.939, 0.471, -0.482, -0.563, 0.428, -1.121, -0.458, 0.347, -0.508, 0.368, -0.251, 0.666, -1.047, 0.779, -0.006, 0.316, 0.243, 0.365, 0.489, 0.404, 0.193, 0.558, 0.329, 0.254, 0.220, -0.559, -0.418, -0.444, 0.067, -0.366, -0.300, 0.995, -0.603, -0.628, 0.421, 0.377, 0.469, 0.478, 0.481, -0.488, -0.524, -0.343, 0.048, -0.171, -0.534, 1.020, -0.596, -0.675, 0.409, 0.425, 0.489, 0.488, 0.400, -0.507, -0.455, -0.433, 0.064, -0.446, -0.494, 1.105, -0.609, -0.619, 0.406, 0.619, 0.475, 0.495, 0.448, -0.480, -0.530, -0.253, 0.200, -0.424, -0.509, 1.062, -0.670, -0.588, 0.409, 0.402, 0.473, 0.486, 0.409, -0.441, -0.426, -0.407, 0.198, -0.287, -0.458, 1.037, -0.593, -0.656, 0.381, 0.379, 0.446, 0.450, 0.371]
}

Record order is preserved below.
Strongest force on any atom: 1.36; 2.62 eV/Å
Record order is preserved below.
ΔE to the lowest compared entry with this formula, charge and spin: 30.0; 0.0 kcal/mol